No. 1
DFT (ωB97M-V/def2-TZVPD) results for a molecular structure, C12H38NO10V in a non-equilibrium geometry.

XYZ file:
```
62
Properties=species:S:1:pos:R:3:forces:R:3
V -30.598354 7.731864 -1.570067 -3.0 0.7 0.1
N -33.246845 6.724038 -1.709837 -2.9 -0.6 -0.8
O -32.522078 7.178702 -2.563019 2.7 2.9 -6.6
O -34.386990 6.455461 -1.814020 0.2 0.1 0.5
O -32.522885 6.650560 -0.764483 2.9 -1.2 7.1
C -30.818280 6.901696 -5.908145 0.1 -0.7 2.1
C -30.084762 6.360939 -4.646564 -1.6 -1.8 -2.5
O -29.859390 7.358050 -3.679999 0.5 0.4 1.5
H -31.829884 7.125062 -5.569250 -0.1 0.6 -0.5
H -30.904132 6.025090 -6.550232 0.2 0.4 -0.5
H -30.251536 7.751166 -6.289349 -0.4 -0.1 -0.5
H -29.186197 5.885569 -5.039900 0.4 0.1 0.8
H -30.744573 5.602809 -4.224682 0.3 0.0 0.3
H -29.177379 7.888646 -4.098231 0.3 0.7 0.4
C -31.137753 6.910885 2.589165 0.7 -0.7 0.2
C -30.395243 6.177018 1.454062 -1.1 -1.8 2.1
O -29.947125 7.086874 0.496112 0.5 1.4 -2.7
H -31.308238 6.202996 3.400300 -0.3 -0.1 -0.1
H -32.078542 7.386068 2.311284 0.1 -0.2 -0.2
H -30.498881 7.643880 3.081779 0.2 0.3 -0.2
H -30.987141 5.362588 1.036380 -0.3 0.6 -0.5
H -29.505932 5.629504 1.766237 0.0 0.2 0.7
H -29.329984 7.618233 1.004437 0.4 0.5 -0.3
C -35.818742 8.870781 -4.113262 -0.8 0.1 -0.6
C -36.676868 7.903139 -4.933847 0.5 -0.2 -1.2
O -35.816256 7.132882 -5.781557 1.2 -0.2 0.0
H -35.413525 9.675135 -4.727191 0.4 -0.4 -0.4
H -35.027325 8.271456 -3.663197 0.0 0.3 0.4
H -36.449575 9.448575 -3.437761 0.1 -0.5 0.6
H -37.243899 8.420472 -5.707760 -0.7 0.4 0.8
H -37.292710 7.236171 -4.330524 -0.1 0.3 0.1
H -35.931014 6.180356 -5.747902 -0.5 0.1 0.3
C -33.751384 9.368270 0.729499 0.2 0.7 -0.6
C -32.823247 9.894951 -0.402025 -1.4 -1.0 -0.5
O -31.513420 9.270448 -0.343356 0.5 0.0 0.5
H -33.396609 9.647343 1.721653 0.1 0.1 0.0
H -33.937593 8.294298 0.727772 0.4 0.0 -0.3
H -34.737310 9.814482 0.599339 0.0 0.2 0.0
H -32.668105 10.972600 -0.453962 -0.1 0.0 0.5
H -33.192636 9.628177 -1.392217 -0.3 -0.1 0.1
H -31.164557 9.734901 0.420961 0.9 -0.5 0.3
C -33.471571 3.929043 0.543253 1.4 -0.5 -0.5
C -32.624098 3.535457 1.782043 -2.4 0.6 1.1
O -33.590527 2.904948 2.612136 -0.1 -1.3 0.6
H -32.784443 4.216201 -0.252668 -0.2 0.1 -0.5
H -34.284065 4.652295 0.613028 0.4 0.4 0.8
H -34.007749 3.030913 0.236702 0.4 -0.2 -0.1
H -32.275976 4.307764 2.467947 0.6 0.8 -0.9
H -31.796008 2.844220 1.625308 -0.2 -0.1 -0.5
H -33.991826 3.544220 3.205330 0.0 0.0 0.0
C -37.011517 4.498681 -1.342939 1.4 -0.6 -1.3
O -36.595623 5.084908 -2.589006 -0.1 0.2 -0.3
H -36.233657 3.832138 -0.970421 0.5 0.2 0.3
H -37.220316 5.263699 -0.595102 -0.8 -0.3 0.0
H -37.722018 3.754230 -1.702231 -0.9 0.7 0.8
H -35.813758 5.636552 -2.511786 -0.5 -0.4 0.2
C -31.683151 9.986490 -3.911946 -2.3 -0.7 -1.9
O -30.848907 9.735011 -2.839406 1.6 -0.5 1.8
H -31.539688 9.228640 -4.682121 0.4 0.4 -0.4
H -32.717899 9.790788 -3.630684 -0.1 0.3 0.3
H -31.634846 11.008243 -4.288501 0.3 -0.2 0.0
H -30.204661 10.445333 -2.794722 0.2 0.1 0.3
```
Positions in Å, forces in eV/Å.

The largest force on an atom is 0.151 hartree/bohr. The net charge is +2. The spin multiplicity is 3. Its HOMO-LUMO gap (spin up / spin down) is 3.163 / 5.725 eV. The expectation value of S² is 2.4386.

---

No. 2
DFT (ωB97M-V/def2-TZVPD) results for a molecular structure, C37H34BMnN9S2 in a non-equilibrium geometry.

XYZ file:
```
84
Properties=species:S:1:pos:R:3:forces:R:3
Mn -0.369164 0.252875 0.188043 0.1 -0.5 -1.3
C -1.582003 -0.693722 -4.908503 -0.1 0.1 0.0
C -0.768034 -0.879359 -3.677795 0.3 -0.3 0.0
C 0.364212 -1.653895 -3.534005 -0.2 0.2 0.1
C 0.804781 -1.447971 -2.222114 -0.8 0.4 -0.3
N -0.045289 -0.615685 -1.597833 0.7 -0.6 -0.4
N -1.000502 -0.270547 -2.500152 0.1 -0.3 -0.5
B -2.151497 0.727703 -2.237514 0.5 -0.1 0.7
N -3.029062 0.188553 -1.102212 -0.5 -0.1 -0.1
N -2.487886 -0.472158 -0.061313 0.9 -0.1 0.3
C -3.495104 -0.927262 0.699506 0.0 0.5 -0.7
C -4.708204 -0.519168 0.125356 0.2 0.1 -0.1
C -4.374417 0.178938 -1.016221 0.0 -0.2 0.3
C -5.288557 0.815861 -1.999900 0.1 0.1 0.0
C -3.316786 -1.804381 1.848875 0.2 -0.2 0.3
C -4.419318 -2.399871 2.463444 0.2 0.1 -0.1
C -4.244543 -3.307078 3.490363 0.0 -0.1 0.1
C -2.969460 -3.637763 3.920059 0.0 0.0 0.1
C -1.867483 -3.036284 3.332668 0.0 0.0 0.0
C -2.041735 -2.124280 2.310881 0.0 0.2 -0.3
N -1.510524 2.066240 -1.831164 0.0 0.5 -0.4
N -0.419914 2.086356 -1.046382 0.1 -0.5 0.3
C 0.030073 3.348070 -1.002295 -0.8 -0.4 -0.3
C -0.822028 4.153990 -1.770604 0.0 -0.3 0.0
C -1.781030 3.304589 -2.285793 0.2 0.2 0.2
C -2.918409 3.632348 -3.182872 -0.1 -0.1 0.0
C 1.287502 3.727833 -0.375403 0.3 -0.1 0.2
C 2.178553 2.746372 0.055789 -0.3 0.0 -0.1
C 3.429450 3.085172 0.531806 0.0 0.0 0.0
C 3.806841 4.417831 0.595833 0.1 0.0 0.1
C 2.916903 5.405886 0.204278 0.1 0.0 0.0
C 1.668982 5.066115 -0.282527 -0.1 -0.2 0.0
C 2.031300 -2.028043 -1.680691 0.2 -0.1 0.3
C 2.897455 -1.316844 -0.857283 0.0 0.1 -0.2
C 4.072321 -1.892471 -0.407421 0.0 0.0 0.0
C 4.402377 -3.187925 -0.767860 0.0 0.0 0.0
C 3.557446 -3.898470 -1.606939 0.0 -0.1 0.0
C 2.387452 -3.321669 -2.063713 -0.1 0.1 0.1
H -1.147844 -1.284933 -5.711481 0.0 0.0 0.0
H -1.586626 0.355723 -5.204864 -0.1 0.0 -0.1
H -2.613700 -1.012871 -4.761959 0.0 0.0 0.0
H 0.831635 -2.261931 -4.279958 0.1 -0.1 -0.2
H -2.799004 0.866505 -3.212469 -0.2 0.0 -0.3
H -5.698008 -0.694119 0.489491 -0.2 -0.1 0.1
H -6.301085 0.464585 -1.820044 -0.1 0.0 0.0
H -5.003177 0.571994 -3.021016 0.0 0.0 -0.1
H -5.275102 1.900940 -1.898752 0.0 0.0 0.0
H -5.416775 -2.165357 2.125776 -0.1 0.0 0.0
H -5.108909 -3.770087 3.945197 0.0 0.0 0.0
H -2.836961 -4.366058 4.705414 0.0 0.0 0.1
H -0.868973 -3.287135 3.660066 0.1 0.0 0.1
H -1.186640 -1.643553 1.843921 -0.1 -0.2 0.1
H -0.749848 5.205799 -1.946161 0.0 0.3 -0.1
H -2.783341 4.634218 -3.580820 0.0 0.0 0.0
H -3.864362 3.597532 -2.642755 0.0 0.0 0.0
H -2.981471 2.924672 -4.006529 0.0 0.0 -0.1
H 1.869927 1.705512 -0.012776 0.2 0.1 -0.1
H 4.116489 2.307796 0.835711 0.1 -0.1 0.0
H 4.792453 4.687254 0.944614 0.1 0.0 0.1
H 3.200554 6.447494 0.266365 0.0 0.0 0.0
H 0.989885 5.842140 -0.601082 -0.1 0.1 0.0
H 2.648090 -0.302426 -0.582663 0.0 0.1 0.0
H 4.729865 -1.331648 0.238403 0.1 0.1 0.1
H 5.309096 -3.642337 -0.396397 0.1 0.0 0.0
H 3.805265 -4.905407 -1.915449 0.0 0.0 0.0
H 1.728091 -3.880145 -2.712351 -0.1 0.0 0.0
S -2.389713 3.057562 3.064874 -0.7 0.9 0.7
C -1.561297 2.024214 2.206135 1.0 -1.2 -1.0
N -0.935997 1.253801 1.561788 -1.1 2.0 2.7
N 5.150029 -1.076546 4.725647 -1.3 -0.2 -0.6
C 4.399976 -1.952638 3.974350 3.5 -2.6 2.2
S 4.854864 -3.592855 4.016186 -0.4 1.5 -0.1
C 3.330669 -1.512056 3.178620 -3.4 1.7 -2.4
C 2.542911 -2.414151 2.407175 1.3 0.3 1.3
C 1.505035 -1.966203 1.649410 -1.1 1.1 -0.6
N 1.137107 -0.659244 1.547484 0.8 -0.7 0.7
C 1.859972 0.206815 2.308064 -1.4 0.0 -1.2
C 2.921172 -0.148878 3.082725 1.2 -1.5 0.6
H 5.731129 -1.499458 5.433688 0.0 0.0 -0.2
H 4.727610 -0.195657 4.976321 0.1 0.1 0.0
H 2.791416 -3.464778 2.426005 -0.1 0.0 0.0
H 0.911474 -2.671256 1.079010 0.0 0.1 -0.1
H 1.544093 1.243715 2.266503 0.0 -0.1 0.0
H 3.455324 0.633568 3.600185 0.0 0.1 0.1
```
Positions in Å, forces in eV/Å.

The largest force on an atom is 0.095 hartree/bohr. The spin multiplicity is 2. Its HOMO-LUMO gap (spin up / spin down) is 5.638 / 5.575 eV. The expectation value of S² is 0.8719.